[1]
Formula: C26H24AlBN8S
Source: OMol25
Level of theory: the ωB97M-V functional and the def2-TZVPD basis

## Properties
E_HOMO: -0.2903 Ha
gap between HOMO and LUMO: 8.490 eV
energy above the lowest of the compared OMol25 structures with the same formula, charge and spin: 0.1917 eV
E_tot: -2108.94729 hartree

Structure (ORCA input):
```
! wB97M-V def2-TZVPD RIJCOSX def2/J DEFGRID3
* xyz 0 1
Al 0.1692 0.0589 -0.2599
C 0.2458 -1.5703 3.7977
C -0.0699 -1.6937 2.4469
N 0.3432 -0.6275 1.7623
N 0.9519 0.1795 2.6581
C 0.8942 -0.3553 3.8833
B 1.7377 1.4272 2.2165
N 2.6616 0.9543 1.0755
C 3.9946 1.0199 0.9703
C 4.3780 0.3322 -0.1662
C 3.1844 -0.1365 -0.7105
N 2.1568 0.2485 0.0452
N 0.7359 2.4208 1.6328
C 0.5629 3.7320 1.8357
C -0.4049 4.1741 0.9535
C -0.7623 3.0378 0.2325
N -0.0822 1.9769 0.6677
H 0.0344 -2.2620 4.5937
H -0.5236 -2.5402 1.9671
H 1.3355 0.1414 4.7310
H 2.3654 1.8958 3.1156
H 4.5883 1.5413 1.7020
H 5.3748 0.1893 -0.5436
H 3.0278 -0.7442 -1.5858
H 1.1384 4.2702 2.5700
H -0.7874 5.1726 0.8368
H -1.4411 2.9665 -0.6008
S 1.1814 3.3309 -3.2573
C 0.6054 2.1238 -2.4068
N 0.1793 1.2240 -1.7778
C 0.8513 -2.3939 -5.4043
C 1.4662 -1.3475 -4.6930
C 1.1848 -1.1493 -3.3708
C 0.2387 -1.9440 -2.6700
C -0.1540 -1.6781 -1.3050
C -0.9924 -2.6244 -0.7434
C -1.4768 -3.7645 -1.4134
C -1.1566 -3.9664 -2.7204
C -0.3037 -3.0551 -3.3829
C 0.0105 -3.2458 -4.7503
H 1.0648 -2.5305 -6.4569
H 2.1648 -0.6911 -5.1967
H 1.6865 -0.3617 -2.8392
H -1.3380 -2.4877 0.2747
H -2.1187 -4.4666 -0.8940
H -1.5389 -4.8211 -3.2663
H -0.4268 -4.0929 -5.2666
N -2.1398 0.0454 0.1256
C -2.8791 0.1616 1.3416
C -3.2064 -0.9838 2.0589
C -3.8812 -0.8913 3.2650
C -4.2517 0.3442 3.7710
C -3.9621 1.4870 3.0419
C -3.2889 1.3966 1.8338
H -2.3333 -0.8314 -0.3480
H -2.3505 0.7996 -0.5191
H -2.9524 -1.9607 1.6679
H -4.1183 -1.7955 3.8110
H -4.7755 0.4141 4.7152
H -4.2640 2.4591 3.4092
H -3.0837 2.2976 1.2765
*
```

[2]
Formula: C29H33N2O8
Source: OMol25
Level of theory: the ωB97M-V functional and the def2-TZVPD basis

## Properties
E_HOMO (alpha / beta): -0.3081 / -0.3574 Ha
gap between HOMO and LUMO (alpha / beta): 6.810 / 8.152 eV
energy above the lowest of the compared OMol25 structures with the same formula, charge and spin: 0.0000 eV
E_tot: -1836.11242 hartree

Structure (ORCA input):
```
! wB97M-V def2-TZVPD RIJCOSX def2/J DEFGRID3
* xyz 0 2
C 1.9247 -1.7791 3.8581
C 1.4907 -1.6704 2.3867
C 2.3401 -2.6233 1.5445
C 0.0016 -2.0433 2.2231
C -1.0179 -0.8875 2.1196
N -2.2741 -1.2258 2.8228
C -1.4525 -0.6048 0.6402
C -0.5044 -1.0560 -0.4462
O 0.2294 -0.3298 -1.0529
C -0.4858 0.3746 2.8052
C 0.9272 0.8460 2.4160
C 1.6041 1.4849 3.6329
C 0.8691 1.9025 1.3058
N 1.7364 -0.2903 1.8918
O 2.9613 -0.0103 1.6886
H 2.8331 -1.2021 4.0376
H 2.1458 -2.8278 4.0770
H 1.1433 -1.4597 4.5529
H 1.9327 -3.6343 1.6452
H 2.3123 -2.3418 0.4903
H 3.3755 -2.6413 1.8829
H -0.1115 -2.7221 1.3748
H -0.2644 -2.6278 3.1098
H -2.1081 -1.1723 3.8246
H -2.5225 -2.1963 2.6451
H -1.6464 0.4612 0.5069
H -2.3991 -1.1323 0.4872
H -0.5499 -2.1285 -0.7130
H -1.1694 1.1923 2.5564
H -0.5463 0.2464 3.8914
H 2.6156 1.8091 3.3883
H 1.6285 0.8188 4.4965
H 1.0233 2.3682 3.9160
H 0.2547 2.7435 1.6386
H 1.8752 2.2623 1.0851
H 0.4414 1.4951 0.3912
C 4.4386 0.4503 -4.1049
C 3.9923 -0.6694 -3.5445
C 3.7018 -0.7374 -2.0890
O 3.2931 -1.7618 -1.5848
C 3.9233 0.4915 -1.2815
C 4.3711 1.6086 -1.8503
C 4.6593 1.6792 -3.3027
O 5.0473 2.7046 -3.8239
H 4.6427 0.5283 -5.1652
H 3.8082 -1.5711 -4.1144
H 3.6839 0.4257 -0.2266
H 4.5353 2.5203 -1.2892
C -7.3190 -2.3496 2.9970
C -8.1526 -1.5501 2.3379
C -7.7612 -0.1650 1.9657
O -8.5226 0.5602 1.3640
C -6.4048 0.2918 2.3591
C -5.5718 -0.5056 3.0226
C -5.9624 -1.8898 3.3884
O -5.1979 -2.6230 3.9809
H -7.5791 -3.3624 3.2778
H -9.1462 -1.8595 2.0395
H -6.1425 1.3029 2.0742
H -4.5725 -0.2074 3.3108
C 0.1002 2.4969 -5.4283
C 0.6727 1.2969 -5.4583
C 1.7401 0.9789 -6.4401
O 2.2690 -0.1122 -6.4549
C 2.1474 2.0486 -7.3848
C 1.5738 3.2479 -7.3559
C 0.5036 3.5674 -6.3761
O -0.0196 4.6596 -6.3505
H -0.6774 2.7558 -4.7212
H 0.4011 0.5015 -4.7754
H 2.9318 1.7924 -8.0857
H 1.8529 4.0459 -8.0319
*
```

[3]
Formula: H2N2O2S
Source: OMol25
Level of theory: the ωB97M-V functional and the def2-TZVPD basis

## Properties
E_HOMO (alpha / beta): -0.2896 / -0.3641 Ha
gap between HOMO and LUMO (alpha / beta): 7.254 / 7.541 eV
energy above the lowest of the compared OMol25 structures with the same formula, charge and spin: 3.1518 eV
E_tot: -659.12984 hartree

Structure (ORCA input):
```
! wB97M-V def2-TZVPD RIJCOSX def2/J DEFGRID3
* xyz 0 3
N -0.6801 -0.8328 0.0745
N 0.5529 -0.8424 0.1012
O -2.0589 1.3250 0.0012
O 1.4118 0.8658 -0.0282
S -2.0629 -0.1018 -0.0578
H 1.0341 -1.2345 0.7862
H 1.8031 0.8206 -0.8771
*
```